19
Properties=species:S:1:pos:R:3:forces:R:3:nbo_charge:R:1 method="wB97M-V/def2-TZVPD" de_lowest_kcal_mol=130.8 lumo_ev="-1.02 / -0.97" multiplicity=1 energy_ha=-361.18101 homo_lumo_gap_ev="7.07 / 7.24"
C 0.401 1.757 0.086 0.05 -0.21 0.08 -0.65
C -0.382 0.534 -0.402 -0.38 0.37 -0.85 0.18
C -0.361 -0.583 0.994 0.55 -0.59 0.22 0.20
N -1.487 -0.327 1.677 0.16 0.10 -0.14 -0.79
C 0.725 -1.260 1.186 -0.74 0.53 -0.09 -0.43
N -1.628 0.827 -0.770 0.36 -0.17 0.42 -0.75
H -2.140 0.314 1.232 0.05 0.02 -0.03 0.42
H -1.575 -0.572 2.649 0.02 0.03 -0.12 0.40
H -2.092 -0.008 -1.137 0.12 0.05 -0.08 0.32
H 0.405 2.518 -0.694 -0.05 -0.05 0.01 0.23
H -0.075 2.176 0.972 -0.02 0.01 0.00 0.22
H 1.430 1.496 0.338 0.00 0.01 -0.01 0.21
H 1.611 -0.958 0.186 -0.05 0.19 -0.93 0.32
H 1.019 -2.189 1.636 0.14 -0.10 -0.16 0.25
C 0.517 -0.292 -1.551 -0.22 -0.15 0.58 -0.26
N 1.581 -1.058 -1.047 0.00 -0.12 1.16 -0.63
H 1.356 -2.049 -1.091 0.02 0.02 -0.22 0.36
H 0.899 0.547 -2.134 -0.03 0.02 0.09 0.22
H -0.203 -0.872 -2.131 0.02 0.03 0.08 0.19